Formula: C14H34AgClN2O6
Source: OMol25
Level of theory: ωB97M-V/def2-TZVPD

- Total energy: -46851.2948 eV
- Energy relative to the best compared isomer or geometry (same formula, charge and spin): 527.09 kJ/mol
- E_LUMO: -1.844 eV
- Molecular weight: 469.75 g/mol

```
58
Properties=species:S:1:pos:R:3:forces:R:3
H -0.4498 4.5517 -1.2820 -0.3 0.3 -0.3
O -2.7443 4.0548 -3.4427 -0.5 -0.6 0.1
C 5.1998 4.7949 0.5533 -0.3 -0.2 -0.2
H -0.9231 3.9714 0.2563 -0.1 -0.6 0.1
Cl 1.8282 1.9387 4.9444 -0.3 -0.4 -0.8
C -0.9025 2.4474 -2.7600 -0.9 0.5 1.5
H -4.8089 3.5611 -3.4794 0.1 -0.1 0.3
H -5.6779 -3.6307 2.6544 0.1 -0.2 0.0
O -0.2138 -2.4742 -0.8477 0.5 -0.3 -0.6
C -4.0592 4.1242 -4.0352 0.7 0.1 0.1
H 5.2055 3.4353 -2.0712 0.0 0.1 -0.1
N -3.2639 -4.2862 3.9141 0.7 -1.1 0.4
H 4.4900 5.5859 0.3110 0.2 0.2 -0.1
H -1.5578 -5.1492 3.0545 0.2 -0.1 0.1
H 6.0086 4.7757 -0.1771 -0.2 -0.1 -0.1
H 3.0039 -4.3782 1.9049 0.3 0.0 -0.1
H 2.3626 -4.6139 -0.4054 -0.3 -0.4 0.1
H -4.0557 3.7272 -5.0503 0.2 0.0 -0.2
C -1.8416 -4.6195 3.9639 -0.2 -0.2 0.3
C 1.8396 -3.6589 -0.3565 0.3 1.1 0.6
H 2.7373 -2.8490 2.7293 -1.1 0.0 0.1
H -4.3750 5.1664 -4.0822 0.2 0.0 0.1
H -1.1998 -3.7444 4.0656 -0.5 0.2 -0.1
C 5.4694 2.5507 -1.4916 -0.9 0.8 1.1
N 4.4661 3.5340 0.6009 0.3 -0.2 0.2
C -3.6913 -3.1442 3.4170 -1.1 3.2 -1.3
H 3.5224 -2.7505 1.2595 0.5 -0.4 -0.3
H -1.6842 -5.2202 4.8597 0.1 -0.2 -0.2
O 1.5726 -3.2402 0.9744 -0.1 0.0 0.4
O -1.0120 2.5492 -1.3042 -0.8 1.2 -0.2
O -2.9674 -2.2182 3.0271 0.2 -1.1 0.4
H -3.0184 2.0159 -3.1741 0.0 -0.2 0.4
O 3.9418 1.4043 -0.0158 0.2 1.2 0.1
H -2.0577 -3.4737 -0.9991 0.2 -0.3 -0.3
H 0.7741 -3.9501 -2.1160 -0.3 0.5 -0.4
H -0.5868 1.4152 -2.9116 -0.3 -0.1 -0.2
H 5.6636 5.0241 1.5127 -0.1 -0.2 0.1
C 2.7422 -3.3312 1.7518 0.8 0.3 0.0
H 3.9452 3.3376 1.4436 -0.1 0.0 0.1
C -1.2052 3.9343 -0.7959 1.0 -1.1 -0.4
C 4.5393 2.4699 -0.2228 0.6 -1.7 -1.4
H -1.6659 -2.2922 -2.3404 0.0 -0.4 -0.1
H -2.1382 -1.7826 -0.7308 0.2 0.2 0.0
H 6.4953 2.6956 -1.1532 0.1 -0.3 -0.2
H 2.5239 -2.9568 -0.8328 0.1 0.4 0.0
C -2.2429 2.7032 -3.5123 0.4 0.7 -0.2
H 5.3396 1.6801 -2.1345 0.1 0.0 0.5
H -5.7222 -2.9566 4.2588 0.1 0.1 0.1
H -0.0455 3.0614 -3.0372 -0.3 0.4 -0.5
H -0.0909 -4.4672 -0.6818 0.1 -0.4 0.0
C -5.2036 -2.8935 3.3021 0.0 -0.6 -0.1
H -5.3827 -1.9283 2.8283 0.3 0.0 0.3
H -3.9303 -5.0308 4.0608 0.1 0.2 0.1
C 0.5537 -3.6846 -1.0820 -1.8 -0.1 0.3
H -2.2120 4.3411 -0.8907 0.1 -0.3 -0.4
C -1.5771 -2.5372 -1.2820 0.4 0.4 0.5
Ag 0.4016 -0.0971 1.6277 0.3 0.1 0.4
H -2.1187 2.5079 -4.5775 0.4 -0.4 -0.2
```
Forces are in eV/Å.



Formula: C14H34BaF6HgN2O24S5Zn2
Source: OMol25
Level of theory: ωB97M-V/def2-TZVPD

- Total energy: -239377.8247 eV
- E_LUMO: -4.231 eV
- Molecular weight: 1357.44 g/mol

```
89
Properties=species:S:1:pos:R:3:forces:R:3
F 12.9494 -10.8875 -13.6257 -0.3 -0.6 0.3
H 13.1053 -13.7889 -19.1273 0.0 0.0 0.4
O 17.4680 -7.9615 -18.3565 -2.5 0.0 2.1
Hg 15.4454 -12.6563 -16.7033 0.3 0.4 -1.2
O 10.9223 -9.0486 -18.7959 -1.0 1.2 1.0
O 19.5065 -8.3543 -19.3983 0.5 0.1 -0.5
O 15.2700 -10.1987 -19.2940 -0.8 -0.6 2.5
H 11.2351 -16.6613 -20.1296 0.0 0.2 0.3
O 14.3584 -6.5667 -22.0812 -1.2 0.1 0.7
H 9.6627 -15.1813 -20.3770 0.1 0.0 0.0
H 12.1225 -12.0337 -24.7295 -0.3 0.5 0.1
C 16.5430 -11.2349 -25.2225 -0.8 -0.1 0.2
F 19.8653 -13.7533 -18.1577 0.0 -0.1 0.0
O 10.2749 -15.0791 -21.1101 -0.1 -0.1 0.0
H 19.3791 -14.1865 -22.5558 -0.2 0.4 0.2
H 16.9212 -13.6799 -24.2883 -0.5 -0.2 0.2
O 13.3181 -12.2483 -15.9967 0.3 -0.3 -0.1
O 11.1445 -11.3346 -16.8842 0.7 -0.6 0.5
O 17.2245 -12.7130 -18.0328 -0.8 -1.2 0.8
H 15.3599 -11.7077 -23.4338 0.0 -0.2 -0.2
C 11.8400 -10.8578 -14.3715 0.7 1.1 -0.9
C 19.3434 -13.7767 -23.5733 0.1 -0.1 0.5
O 12.9828 -9.8328 -16.5191 0.4 -1.4 0.7
C 11.4272 -15.8857 -20.8744 0.0 -0.1 0.2
C 9.0582 -8.3307 -17.2749 -0.3 0.3 -0.2
F 20.5175 -12.6016 -19.8650 -0.2 0.1 0.1
H 8.0308 -11.3070 -20.5019 0.5 -0.2 0.3
S 18.1340 -11.9127 -18.9090 0.8 2.8 0.0
C 11.2355 -11.3260 -22.8224 -0.4 -0.9 -1.2
O 14.7068 -11.5977 -21.0351 -1.1 -1.7 -0.2
H 11.6549 -16.4562 -21.7755 0.0 0.3 -0.3
H 13.5485 -15.6250 -20.6135 -0.2 -0.4 -0.3
C 10.5435 -11.9086 -21.6145 -0.5 0.0 0.9
O 14.9540 -7.1800 -19.8185 -1.0 -0.7 0.9
O 12.8954 -8.0465 -20.7630 -1.1 0.7 0.5
C 11.6175 -12.3976 -23.8326 0.5 -1.1 0.0
O 18.7515 -10.8273 -18.1972 -0.3 -1.2 -0.2
H 18.9518 -14.6141 -24.1600 0.3 0.2 -0.5
H 10.7572 -12.9926 -24.1444 -0.1 0.2 0.0
O 14.4116 -12.3820 -18.7328 -0.8 -1.2 0.3
H 8.3192 -7.5244 -17.2592 -0.1 -0.2 -0.2
S 14.2833 -11.2722 -19.6662 1.0 2.9 -1.2
O 12.6236 -14.6272 -19.1170 -0.6 0.2 -0.6
C 12.6194 -15.0529 -20.4843 1.3 -0.2 0.3
H 12.7578 -14.1996 -21.1577 -0.4 0.1 0.0
O 12.9626 -10.6403 -19.6413 -0.4 -1.6 0.9
O 10.0757 -10.7959 -20.7859 0.2 -0.3 0.4
O 18.5377 -12.6246 -23.7159 -0.4 -0.7 0.5
C 16.4026 -11.6296 -23.7433 0.5 0.3 -0.5
S 12.3770 -11.1271 -16.1463 -1.3 2.2 -0.5
H 10.4650 -10.7491 -23.3476 0.2 0.5 0.2
H 17.5869 -11.0889 -25.4887 0.0 0.0 0.0
O 18.2257 -6.4343 -20.0782 -0.3 0.3 -0.2
F 18.9726 -14.0881 -20.1224 0.1 -0.1 0.3
H 16.8588 -9.6741 -23.3756 0.0 0.1 0.2
H 12.3314 -13.1299 -23.4350 -0.1 0.1 0.3
C 19.4759 -13.1697 -19.2811 -0.5 0.2 -0.4
F 11.3546 -9.6171 -14.2719 -0.3 0.0 -0.1
N 17.0319 -10.5641 -22.9094 -0.1 -0.6 -0.9
Ba 15.1019 -8.3627 -17.4112 1.4 1.0 -2.1
Zn 11.7044 -9.5264 -20.7198 1.1 0.4 0.4
F 10.9109 -11.6955 -13.9855 0.2 -0.5 0.3
H 8.5139 -10.5772 -22.0110 -0.5 0.5 0.1
N 12.3638 -10.4534 -22.4448 -0.8 -0.2 -1.5
H 15.9899 -10.3132 -25.4156 0.1 0.1 0.0
H 10.4652 -7.0236 -18.2776 0.5 -0.3 0.3
C 9.9877 -7.9935 -18.4422 -0.4 0.4 -0.5
H 13.2371 -10.9840 -22.4158 -0.1 0.0 0.8
H 9.3692 -7.7933 -19.3217 -0.2 -0.3 0.0
H 11.1602 -12.5661 -21.0007 0.3 0.4 0.1
O 17.5424 -11.5610 -20.1905 0.6 -1.6 0.7
O 17.4767 -8.6778 -20.6334 -0.1 -0.1 -0.6
H 10.6926 -9.7281 -18.1483 0.8 -0.7 -0.4
C 8.6748 -10.5336 -20.9281 -0.2 -0.6 -1.1
H 9.4879 -8.2720 -16.2701 0.5 -0.3 -0.2
H 8.3548 -9.5957 -20.4878 0.5 0.2 0.0
H 18.0248 -10.7497 -23.0611 0.1 0.4 0.7
H 8.9970 -10.2674 -17.2703 -0.3 -0.1 0.1
H 20.3600 -13.4755 -23.8111 0.0 -0.2 -0.4
H 9.6705 -12.5302 -21.8101 0.1 0.1 -0.6
Zn 16.2043 -10.1400 -21.0461 2.4 1.3 -0.9
H 12.5132 -9.8612 -23.2622 0.1 0.5 0.4
O 15.0098 -8.7627 -21.6778 -1.4 -0.5 -0.2
C 17.1536 -12.9496 -23.5100 0.6 1.1 -0.2
S 14.2912 -7.5991 -21.0698 2.5 1.1 -2.0
H 16.1124 -12.0038 -25.8697 0.1 0.0 0.0
O 8.3658 -9.5614 -17.4684 0.5 0.2 0.0
S 18.1683 -7.8112 -19.6526 2.0 -0.5 0.0
H 16.9865 -13.3287 -22.4996 0.0 -0.1 0.0
```
Forces are in eV/Å.



Formula: C14H34BrFIInNO4
Source: OMol25
Level of theory: ωB97M-V/def2-TZVPD

- Total energy: -110785.7165 eV
- Total charge: -1
- E_LUMO: 2.596 eV
- Molecular weight: 621.05 g/mol

```
57
Properties=species:S:1:pos:R:3:forces:R:3
F -0.8770 1.5741 0.7713 -0.1 0.1 0.0
H -0.3283 0.9090 -1.4291 0.0 0.0 0.0
C -3.0710 -0.9000 1.5100 0.1 0.4 -0.1
N 0.1671 -0.3910 3.1411 -0.2 0.1 -0.6
H -2.7806 3.2911 -4.3626 0.0 0.0 0.0
H -3.6272 0.0085 -5.1235 0.0 0.0 0.0
H -1.6270 -1.2555 -4.5904 0.0 0.0 0.0
H 5.6060 0.6633 0.2376 0.0 0.0 0.0
H -1.6208 2.4030 -3.3373 0.0 0.0 0.0
H -5.8148 -1.5197 1.1740 -0.1 0.1 0.0
H -4.7974 -2.9618 1.1600 0.0 -0.1 0.0
O -3.4293 1.4362 -3.6997 0.0 0.0 0.0
In -1.5794 0.4806 2.3289 0.2 -0.4 0.4
H -3.0731 3.1128 -2.6155 0.0 0.0 0.0
H 2.2441 0.9234 -1.6307 0.0 0.0 0.0
H -4.5198 -0.5931 3.0612 0.0 0.0 0.1
H 6.8749 0.6142 -1.0135 0.0 0.0 0.0
H -3.6085 -0.3446 0.7323 0.0 0.0 -0.1
H 1.6702 -3.9432 4.0213 0.0 -0.1 0.0
H 4.0996 2.6639 0.8958 0.0 0.0 0.0
H 2.3008 -2.7247 1.8502 0.1 0.0 0.0
C -2.6775 2.6197 -3.5011 0.0 0.0 0.0
H 0.3605 -2.7761 4.2038 -0.2 0.0 0.0
Br -2.5756 2.0608 4.1209 0.0 -0.1 -0.2
H -1.0489 -0.6941 -1.2242 0.0 0.0 0.0
O 5.4005 2.0427 -1.3072 0.0 0.0 0.0
C 0.9888 -3.2869 3.4773 0.3 0.2 0.0
C 3.3246 1.9538 1.1967 -0.2 0.0 0.0
C -2.0047 -0.5429 -3.8478 0.1 -0.1 0.0
C 1.7537 -2.2450 2.6679 0.0 -0.1 0.0
H 0.0892 -1.6836 1.4658 -0.1 0.0 0.0
H 4.5775 0.2514 -1.9372 0.0 0.0 0.0
H 3.6430 1.4409 2.1035 0.0 0.0 0.0
C 6.2081 1.2705 -0.4412 0.0 0.0 0.0
H -2.5574 -1.7202 1.0042 0.0 -0.1 0.0
H 0.3664 -3.8951 2.8220 -0.1 -0.1 0.0
H 2.3968 2.4960 1.4068 0.0 0.0 0.0
H 1.4096 -0.5362 1.4031 0.1 0.0 -0.1
H -5.8856 -2.6915 2.5194 -0.1 0.1 0.0
H 0.7921 0.3747 3.3695 0.0 0.0 0.2
H -2.6442 -1.0935 -3.1486 0.0 0.0 0.0
C -5.2352 -2.1966 1.8027 0.3 -0.1 0.0
I -3.2086 -2.6911 3.9648 0.1 0.0 0.1
C -2.8211 0.5071 -4.5749 -0.1 0.0 0.0
H 2.7279 2.5356 -1.0913 0.0 0.0 0.0
C 3.0269 1.4825 -1.1087 -0.2 -0.1 0.0
O 3.1044 0.9680 0.2047 0.3 0.0 0.0
C -4.1131 -1.4129 2.4744 -0.2 -0.1 -0.1
H -2.1876 1.0259 -5.3040 0.0 0.0 0.0
C -1.1057 0.2429 -1.7878 0.0 -0.1 0.0
H 4.1781 1.6883 -2.8918 0.0 0.0 0.0
H -2.0724 0.7107 -1.6043 0.0 0.0 0.0
C 0.8396 -1.1730 2.0848 -0.1 0.1 0.3
C 4.3215 1.3146 -1.8735 0.1 0.0 -0.1
O -0.8895 0.0007 -3.1803 0.0 0.1 0.0
H 2.4960 -1.7556 3.3050 0.0 0.0 0.0
H 6.8134 1.9610 0.1448 0.0 0.0 0.0
```
Forces are in eV/Å.



Formula: C14H34N7O4PS4V
Source: OMol25
Level of theory: ωB97M-V/def2-TZVPD

- Total energy: -112011.1250 eV
- Energy relative to the best compared isomer or geometry (same formula, charge and spin): 70.16 kJ/mol
- Expectation value of S²: 0.76
- E_LUMO (alpha / beta): 0.171 / 0.151 eV
- Molecular weight: 574.66 g/mol
- Multiplicity: 2

```
65
Properties=species:S:1:pos:R:3:forces:R:3
H -2.7068 -3.2210 2.9978 0.1 0.1 0.0
H -3.9608 2.2155 -2.9705 0.0 -0.1 -0.1
H -1.7435 -2.6566 -2.6625 -0.1 0.0 0.0
H -2.4205 -1.5741 -1.4023 -0.1 0.0 -0.1
N 1.2976 -0.5206 -2.7586 -0.9 0.2 -0.2
C -0.5769 -0.2834 -4.1999 -0.4 0.0 -0.3
C 1.0461 0.2384 3.1282 0.7 0.1 0.4
C 1.9165 1.3826 2.6104 -0.3 -0.3 0.4
H 1.6886 -1.0765 -3.4989 0.0 -0.1 0.0
H -4.1101 1.3630 -4.5381 0.0 0.0 0.0
C -1.9895 -2.5579 -1.6061 -0.3 0.0 -0.1
H -2.6652 -1.4770 2.6464 0.1 -0.1 0.0
H -2.7113 -3.3240 -1.3197 0.0 0.0 0.0
N 2.8590 -1.1200 -0.6341 0.2 -0.1 0.4
O 0.8330 -2.5880 0.9449 -0.2 0.2 0.0
H 1.8620 -4.2038 1.5959 0.0 -0.1 0.0
H -1.2248 -2.3037 3.3417 0.0 -0.1 0.1
O -0.7861 -2.7385 -0.8803 0.5 0.1 0.0
H 3.5570 -0.2462 1.8276 0.1 0.0 0.0
P -0.5649 -1.8808 0.4748 0.0 -0.9 0.0
H 3.8373 0.6724 -1.0682 0.2 0.0 0.1
C -3.8335 1.2668 -3.4902 -0.5 0.2 0.2
H -2.4309 -0.0419 -5.2580 0.0 0.0 0.0
C 0.0456 -0.0750 -2.9339 0.5 0.2 -0.1
H 2.1542 2.0073 -0.6861 0.2 0.1 0.0
H 1.0630 -4.4337 0.0162 0.0 0.1 0.0
S -3.0867 2.3976 3.2454 -0.8 -0.5 -0.3
H 1.3546 2.3026 2.7692 0.1 0.0 0.0
N -0.5602 0.6135 -1.9625 0.8 -0.7 0.4
H 4.3044 1.2829 1.2968 -0.2 -0.1 0.1
S -3.4687 2.1268 1.2234 -0.3 0.8 0.4
C 0.9634 -4.0019 1.0132 0.1 -0.3 0.1
H 0.8897 3.9378 -0.3208 0.0 0.0 0.2
H 1.7447 -0.6163 -1.8306 0.2 -0.1 -0.1
C 3.8283 -0.0870 -0.2773 0.0 0.2 0.1
V -0.4524 0.4262 0.4540 -0.4 -0.9 -0.2
N 2.1966 1.1693 1.1885 -0.4 0.1 -0.2
N -0.2791 0.3939 2.5501 -0.1 -0.3 0.2
H 4.8405 -0.5012 -0.2079 -0.1 0.1 -0.1
O -2.1682 2.1536 -1.5598 0.0 0.1 -0.3
O -1.6479 -2.7343 1.3539 0.2 0.1 -0.4
H -0.6031 1.3399 2.8621 -0.2 0.1 0.1
N -2.4505 0.8648 -3.3889 0.3 -0.4 -0.1
C 0.8921 3.2339 0.5201 0.7 0.1 0.0
H -0.9443 2.6953 -0.2284 -0.1 0.1 0.1
H 0.0977 -4.4472 1.5045 0.0 0.0 0.0
H -0.9293 -0.2522 2.9908 0.0 0.1 -0.2
H 1.4613 -0.7335 2.8330 0.0 0.1 0.1
H 2.8372 1.4524 3.2063 0.0 0.1 -0.2
C 3.5096 0.5458 1.0754 0.3 -0.3 -0.3
C -1.8545 0.1457 -4.3626 0.6 0.0 0.4
N -0.3351 2.4527 0.5535 -0.2 1.2 -0.3
C -2.0751 -2.3983 2.6609 -0.2 0.1 0.2
H -0.0521 -0.8091 -4.9824 -0.1 0.0 0.0
C -1.7264 1.2481 -2.2413 -0.6 0.8 -0.2
H 3.0262 3.0074 0.5137 -0.1 -0.1 -0.1
S -1.2414 3.1843 3.4781 0.6 0.7 0.4
H -4.4764 0.5266 -3.0064 0.0 0.1 0.0
C 2.1419 2.3641 0.3478 -0.1 0.4 -0.1
H -0.8438 2.7525 1.3980 -0.1 0.0 0.1
H 1.0037 0.2898 4.2262 0.0 0.0 -0.2
H 0.9709 3.8326 1.4357 -0.1 -0.1 -0.1
S -2.7890 0.2768 0.6836 0.5 -0.8 -0.1
H 3.3043 -2.0123 -0.8059 -0.1 0.0 0.1
H 2.1824 -1.2469 0.1140 0.1 -0.2 0.0
```
Forces are in eV/Å.